# 1
{"formula": "C3H7N3O2", "method": "the ωB97M-V functional and the def2-TZVPD basis", "symbols": ["C", "C", "C", "H", "H", "H", "H", "H", "H", "H", "N", "N", "N", "O", "O"], "xyz": [[-0.307328, 1.471341, 0.907681], [0.873057, -0.271903, -0.763899], [0.056896, -1.146239, 0.099394], [-1.754979, -0.070479, 0.745132], [-1.772221, 0.986601, 2.325851], [0.908643, 1.666391, -0.972146], [2.652463, -0.040700, -1.752447], [0.230831, -1.044108, 1.201176], [0.498114, -1.968948, -0.445354], [-1.098638, -1.779947, -1.544946], [-1.279662, 0.714211, 1.186507], [0.322782, 1.083610, -0.545714], [1.933745, -0.731328, -1.349115], [0.100315, 2.531497, 1.416973], [-1.364020, -1.399999, -0.509094]], "forces_ev_per_a": [[4.837, 4.778, -4.133], [-0.320, 4.322, 1.846], [0.085, -4.001, -3.498], [0.557, 0.510, -0.626], [2.099, -1.034, -4.894], [2.583, 4.093, -1.336], [-1.939, -0.904, 0.712], [-0.766, -0.459, -1.393], [0.479, -1.874, 2.000], [-1.304, 1.776, 4.645], [-5.721, -0.536, 7.360], [-1.713, -4.848, 2.619], [-0.370, 1.649, 0.028], [-1.018, -3.043, -0.744], [2.511, -0.428, -2.586]], "molar_mass_g_mol": 117.11, "e_homo_ha": -0.3532, "total_charge": 0, "gap_ha": 0.3662, "de_lowest_ev": 5.736}


# 2
{"formula": "C5H12O", "method": "the ωB97M-V functional and the def2-TZVPD basis", "symbols": ["C", "C", "C", "C", "O", "C", "H", "H", "H", "H", "H", "H", "H", "H", "H", "H", "H", "H"], "xyz": [[0.329591, -0.953082, 1.826581], [0.188960, -1.557247, 0.426418], [1.132049, -0.924580, -0.559255], [0.786962, -0.430920, -1.748110], [-0.077743, 2.270302, -0.109198], [-1.436077, 2.025008, -0.393238], [1.347528, -1.090632, 2.210026], [-0.358726, -1.428367, 2.532977], [0.120066, 0.122898, 1.809218], [-0.842119, -1.454674, 0.064736], [0.397801, -2.635223, 0.474907], [0.416207, 1.470839, -0.342579], [2.179427, -0.881014, -0.252360], [1.519323, 0.002310, -2.424357], [-0.243964, -0.465068, -2.098621], [-1.928229, 1.430071, 0.391600], [-1.581112, 1.510439, -1.354229], [-1.949944, 2.988940, -0.454513]], "forces_ev_per_a": [[-0.003, 0.042, 0.047], [-0.036, -0.019, -0.047], [-0.033, 0.035, -0.185], [0.049, -0.109, 0.115], [0.183, -0.169, -0.048], [-0.448, -0.006, -0.078], [-0.148, 0.034, -0.065], [0.091, 0.079, -0.113], [0.026, -0.163, 0.032], [0.152, -0.004, 0.043], [-0.008, 0.154, -0.007], [-0.033, 0.152, 0.053], [-0.139, 0.001, -0.056], [-0.086, -0.057, 0.133], [0.146, -0.004, 0.086], [0.113, 0.062, -0.091], [0.067, 0.094, 0.143], [0.108, -0.123, 0.037]], "molar_mass_g_mol": 88.15, "e_homo_ha": -0.3690, "total_charge": 0, "gap_ha": 0.4092, "de_lowest_ev": 1.265}


# 3
{"formula": "C2H4INO", "method": "the ωB97M-V functional and the def2-TZVPD basis", "symbols": ["C", "C", "N", "O", "I", "H", "H", "H", "H"], "xyz": [[-1.622156, -0.829177, 0.047964], [1.170781, 0.465317, -0.296637], [0.308802, 0.589926, 0.816444], [-1.433815, -1.948053, -0.192653], [-3.270543, 0.408818, -0.139902], [1.427366, -0.568646, -0.578586], [0.728194, 0.984638, -1.150600], [2.124300, 0.963788, -0.058587], [0.567070, -0.066608, 1.552559]], "forces_ev_per_a": [[2.043, -0.970, 0.336], [0.493, -0.252, -0.592], [-1.280, -0.110, 0.490], [-0.269, 0.569, 0.061], [-1.190, 0.789, -0.158], [-0.066, 0.167, 0.011], [0.169, -0.060, -0.022], [-0.040, 0.004, -0.052], [0.141, -0.136, -0.073]], "molar_mass_g_mol": 184.96, "e_homo_ha": [-0.3544, -0.3030], "total_charge": 0, "gap_ha": [0.3191, 0.2898], "de_lowest_ev": 2.811}


# 4
{"formula": "C18H35Br3N2O5P", "method": "the ωB97M-V functional and the def2-TZVPD basis", "symbols": ["C", "C", "O", "C", "O", "C", "C", "N", "N", "C", "C", "Br", "C", "C", "Br", "C", "P", "O", "Br", "H", "H", "H", "H", "H", "H", "H", "H", "H", "H", "H", "H", "H", "H", "H", "C", "C", "O", "C", "C", "H", "H", "H", "H", "H", "H", "H", "H", "H", "H", "C", "C", "O", "C", "C", "H", "H", "H", "H", "H", "H", "H", "H", "H", "H"], "xyz": [[-0.659942, -4.418723, -0.928982], [-1.071425, -4.093973, 0.646010], [-2.553794, -4.237794, 0.700227], [-0.522200, -2.645046, 1.192464], [0.771730, -2.749132, 1.946309], [1.774627, -2.867654, 0.870003], [2.413133, -4.283539, 0.513943], [3.388332, -4.693769, -0.492493], [3.732019, -3.610914, -1.222680], [3.350813, -2.204678, -1.139573], [3.933335, -1.065276, -2.176591], [2.425265, -0.246304, -3.283032], [5.050422, -1.535086, -3.253535], [4.396241, -2.517135, -4.439553], [5.677339, 0.160124, -4.198907], [2.317133, -1.637436, -0.036699], [1.719375, 0.143543, 0.262366], [2.966912, 1.343043, -0.079779], [1.293838, 0.522036, 2.509761], [0.086991, -3.574008, -1.313553], [0.006033, -5.407882, -0.891510], [-1.579306, -4.529271, -1.644321], [-0.621112, -4.913622, 1.382467], [-2.938737, -3.333473, 0.929612], [-1.319705, -2.159868, 1.919580], [-0.443856, -1.909675, 0.268597], [2.023726, -5.195722, 1.182935], [4.416082, -3.869371, -1.999272], [4.461874, -0.249185, -1.482988], [6.011030, -1.993846, -2.763438], [3.315839, -2.912410, -4.143629], [5.079543, -3.492445, -4.520796], [4.397110, -2.012818, -5.498944], [3.674574, 1.140993, 0.628686], [-2.498033, 3.712109, -3.446985], [-2.879945, 3.325145, -2.027594], [-2.190109, 2.173647, -1.547844], [-0.768354, 2.263428, -1.491791], [-0.268149, 3.379431, -0.590255], [-2.684171, 2.877801, -4.134917], [-3.081141, 4.578199, -3.776917], [-1.440564, 3.971106, -3.528434], [-3.947398, 3.083452, -2.005314], [-2.740280, 4.163704, -1.338898], [-0.356344, 2.356480, -2.502069], [-0.407683, 1.305308, -1.099889], [-0.592198, 4.363063, -0.938200], [0.825199, 3.379157, -0.555073], [-0.651772, 3.249993, 0.427472], [-3.314439, 2.117003, 2.158536], [-2.438557, 3.115442, 2.897603], [-3.074240, 3.696846, 4.033322], [-3.484308, 2.797262, 5.060543], [-2.337136, 2.003288, 5.662235], [-4.248458, 2.592913, 1.834363], [-2.792076, 1.728977, 1.277881], [-3.584067, 1.266810, 2.788163], [-2.195501, 3.938731, 2.218274], [-1.484827, 2.664651, 3.187736], [-4.272028, 2.133883, 4.688392], [-3.942473, 3.406676, 5.848174], [-1.845526, 1.368651, 4.921182], [-2.701482, 1.358741, 6.467504], [-1.577183, 2.678419, 6.070108]], "forces_ev_per_a": [[1.690, -0.065, 0.769], [-0.065, -0.708, -0.230], [1.558, 2.425, 0.745], [-2.328, 0.508, -0.650], [1.848, -0.446, -4.839], [2.073, 0.259, -1.971], [-0.192, -0.590, 0.160], [-3.969, 4.521, 3.330], [0.016, 2.854, -1.050], [-1.532, 0.059, 1.487], [1.542, -0.352, 0.658], [0.894, -0.695, 1.569], [-0.759, -0.660, -0.867], [0.658, -1.201, 0.450], [-0.157, -1.276, 0.967], [2.199, -5.919, 1.204], [-0.033, 2.089, -0.874], [-0.100, -3.619, 2.550], [0.786, -0.655, -1.274], [-1.756, -1.671, 0.578], [-1.670, 1.991, -0.416], [1.804, 0.225, 1.655], [-0.972, 1.692, -1.615], [0.638, -1.818, -0.448], [1.895, -1.138, -1.179], [0.125, -1.358, 1.906], [1.069, 2.290, -1.638], [-1.200, 0.677, 1.256], [-1.640, -1.582, -1.602], [-1.968, 0.929, -0.818], [2.224, 1.103, -0.683], [-1.363, 2.137, 0.099], [-0.157, -0.912, 2.345], [-1.138, 0.920, -1.503], [0.078, -0.105, -0.129], [-0.026, 0.060, -0.145], [0.120, -0.238, 0.110], [-0.260, 0.132, 0.004], [-0.047, 0.079, 0.081], [-0.030, 0.170, 0.134], [0.066, -0.152, 0.064], [-0.046, 0.101, 0.012], [0.219, -0.179, 0.128], [0.062, 0.047, -0.022], [0.043, 0.096, -0.020], [-0.340, 0.078, -0.113], [0.114, -0.071, -0.018], [-0.063, 0.000, -0.003], [0.063, -0.020, -0.099], [-0.135, -0.061, -0.027], [-0.276, 0.027, 0.114], [0.076, 0.055, -0.069], [0.056, 0.041, -0.032], [0.164, 0.008, 0.019], [0.220, -0.076, 0.019], [-0.073, 0.110, 0.018], [0.058, -0.020, -0.004], [-0.107, 0.065, 0.265], [0.063, -0.117, 0.024], [0.049, -0.068, -0.005], [0.114, 0.074, -0.308], [-0.075, -0.066, 0.028], [0.028, 0.090, -0.079], [-0.135, -0.073, -0.018]], "molar_mass_g_mol": 630.17, "e_homo_ha": -0.4148, "total_charge": 1, "gap_ha": 0.2077}


# 5
{"formula": "C16H37IO12S4", "method": "the ωB97M-V functional and the def2-TZVPD basis", "symbols": ["O", "S", "O", "O", "C", "C", "C", "C", "C", "C", "C", "I", "H", "H", "H", "H", "H", "H", "H", "H", "H", "H", "H", "H", "H", "O", "S", "O", "O", "C", "C", "C", "H", "H", "H", "H", "H", "H", "H", "H", "O", "S", "O", "O", "C", "C", "C", "H", "H", "H", "H", "H", "H", "H", "H", "O", "S", "O", "O", "C", "C", "C", "H", "H", "H", "H", "H", "H", "H", "H"], "xyz": [[-2.602198, 4.282032, -0.379430], [-3.326707, 3.657021, -1.431312], [-4.662779, 3.220912, -1.186656], [-3.295525, 4.684292, -2.634484], [-3.419124, 4.090471, -3.946528], [-2.163594, 3.309740, -4.338771], [-1.398907, 2.848339, -3.096499], [-2.398170, 2.281268, -2.097317], [-1.827855, 1.445049, -0.942908], [-2.422278, 0.031629, -0.845214], [-3.124606, -0.199387, 0.483225], [-3.589911, -2.280997, 0.684437], [-3.599839, 4.918074, -4.623554], [-4.299464, 3.449887, -3.966450], [-1.518195, 3.855397, -5.021698], [-2.498045, 2.412657, -4.864907], [-0.671137, 2.096761, -3.396115], [-0.869449, 3.691666, -2.652147], [-3.122091, 1.691097, -2.658812], [-0.749581, 1.364657, -1.055157], [-2.016321, 1.974287, -0.009627], [-3.130397, -0.168846, -1.648888], [-1.621984, -0.700714, -0.936061], [-4.045057, 0.367473, 0.574242], [-2.465213, 0.021380, 1.316279], [0.011575, 0.612370, 1.961902], [1.042201, 0.507522, 0.972204], [0.730465, -0.080378, -0.296506], [2.290247, -0.216011, 1.612864], [2.063573, -1.499554, 2.249710], [1.866037, -2.631174, 1.263388], [1.786327, 2.076977, 0.708011], [1.215568, -1.413285, 2.930714], [2.954721, -1.667296, 2.849008], [0.951267, -2.508709, 0.685299], [1.804861, -3.573572, 1.807085], [2.701155, -2.677411, 0.564512], [2.037942, 2.513772, 1.669874], [1.048727, 2.687361, 0.190528], [2.669370, 1.942228, 0.089788], [2.569181, -2.809465, 5.744195], [2.925093, -1.451218, 6.021735], [3.877034, -0.790127, 5.182620], [3.381138, -1.344598, 7.536000], [4.413890, -2.251555, 7.991962], [5.794684, -1.879058, 7.494358], [1.478031, -0.460699, 6.143634], [4.141815, -3.268815, 7.707873], [4.365385, -2.184353, 9.076288], [5.873302, -1.982526, 6.413768], [6.534473, -2.532719, 7.956507], [6.027749, -0.845620, 7.749480], [0.766412, -0.955087, 6.798235], [1.074897, -0.369286, 5.136789], [1.757658, 0.516712, 6.526409], [-0.897152, 0.465646, -4.836136], [-0.994863, -0.697560, -5.668673], [-2.258272, -1.042023, -6.239227], [-0.398657, -1.932139, -4.879636], [-0.933244, -2.194987, -3.557614], [-2.305637, -2.833506, -3.576670], [0.218765, -0.631059, -6.937632], [-0.926047, -1.264764, -2.987791], [-0.206956, -2.864783, -3.103394], [-3.060329, -2.166273, -3.989493], [-2.580023, -3.069377, -2.550626], [-2.302766, -3.745138, -4.173985], [1.179659, -0.386551, -6.494808], [-0.096882, 0.147714, -7.628177], [0.246050, -1.593768, -7.440020]], "forces_ev_per_a": [[0.351, 0.358, 0.350], [-0.056, -0.386, -0.085], [-0.470, -0.095, -0.040], [0.092, 0.144, -0.211], [-0.021, 0.065, -0.271], [-0.114, -0.390, 0.143], [0.088, 0.255, -0.262], [0.183, -0.049, -0.114], [-0.338, 0.119, -0.109], [0.029, -0.136, 0.164], [0.293, -0.054, -0.103], [-0.136, 0.025, 0.065], [-0.063, 0.138, 0.062], [-0.098, -0.011, 0.116], [0.034, 0.212, 0.049], [0.105, 0.035, -0.103], [-0.056, 0.005, 0.224], [0.116, 0.010, 0.096], [-0.142, -0.037, 0.041], [-0.092, 0.118, -0.102], [0.169, 0.005, 0.148], [-0.015, 0.038, -0.131], [0.044, -0.003, 0.001], [-0.109, -0.055, 0.018], [0.006, 0.023, 0.057], [-0.216, -0.061, -0.003], [0.371, 0.115, 0.161], [0.090, -0.180, -0.011], [0.014, 0.014, -0.144], [0.023, -0.483, 0.278], [-0.073, 0.161, -0.182], [-0.011, 0.025, 0.000], [-0.044, 0.084, -0.074], [0.043, 0.163, -0.020], [-0.027, -0.006, 0.028], [0.042, 0.013, 0.051], [0.031, -0.036, 0.030], [0.002, -0.008, 0.010], [-0.041, 0.009, 0.011], [0.006, -0.016, -0.008], [0.042, -0.129, -0.167], [-0.165, 0.155, 0.271], [0.062, -0.024, -0.142], [0.010, 0.129, -0.047], [0.246, -0.273, 0.149], [-0.075, 0.108, -0.134], [-0.020, 0.003, 0.009], [-0.059, 0.041, -0.076], [-0.086, 0.069, 0.000], [-0.009, -0.025, -0.002], [-0.020, -0.009, 0.051], [0.019, -0.010, 0.039], [0.003, -0.008, 0.008], [0.005, 0.001, -0.011], [0.012, 0.008, -0.003], [-0.090, 0.037, -0.037], [0.273, -0.370, -0.034], [-0.125, 0.099, -0.026], [-0.043, 0.006, -0.201], [-0.125, -0.058, 0.424], [0.058, 0.122, -0.184], [0.023, 0.045, -0.021], [0.014, 0.017, -0.083], [0.083, 0.011, -0.091], [0.010, 0.041, 0.017], [-0.055, -0.076, 0.083], [0.023, -0.031, 0.059], [0.006, -0.009, 0.014], [-0.013, 0.011, 0.001], [-0.013, -0.008, 0.001]], "molar_mass_g_mol": 676.63, "e_homo_ha": -0.3380, "total_charge": 0, "gap_ha": 0.3512}